A 13-piece molecular cluster, C70H169B2N11O30 overall, computed with ωB97M-V with the def2-TZVPD basis set.

Kohn-Sham gap   5.65 eV
E   -5677.1935 Eh
HOMO energy   -2.724 eV
Total charge   -2

Each atom is followed by the atoms it is bonded to, with distances in Å.
Cartesian coordinates (Å):
1 C 8.72736 2.97472 2.29877  O14 1.409, H24 1.090, H125 1.090, H164 1.090
2 C 4.40328 7.74456 -0.48611  H77 1.090, H158 1.090, N188 1.477, C220 1.503
3 H 6.84569 -10.68639 -1.79440  C201 1.090
4 H -10.01274 -0.74774 -1.32800  C68 1.090
5 H -2.38485 -0.57072 -3.19171  C194 1.090
6 H 6.44979 8.13526 1.08003  C269 1.090
7 C 5.33973 5.49653 4.61923  O57 1.452, H172 1.090, H204 1.090, H223 1.090
8 C -5.35182 7.33118 2.66121  H40 1.090, H84 1.090, O187 1.402, H274 1.090
9 H 0.05949 6.98744 -6.63728  C153 1.090
10 H -0.37355 5.95195 -0.35346  N108 1.010
11 C 7.79725 -7.36956 -3.95598  N23 1.486, C52 1.485, H205 1.090, H210 1.090
12 C 2.07073 8.40876 -5.42815  O72 1.387, H94 1.090, H116 1.090, H244 1.090
13 H 2.79502 0.11886 5.24103  C235 1.090
14 O 7.35936 3.28307 2.16117  C1 1.409, C152 1.411
15 C -2.91798 -10.52586 2.65707  H27 1.090, H109 1.090, N209 1.450, C230 1.547
16 H -7.01137 -2.66706 1.45423  C54 1.090
17 H 1.06898 8.06454 -0.41520  C259 1.090
18 H -2.14330 6.99259 -3.70931  C199 1.090
19 H -5.43708 7.24948 -1.17273  C282 1.090
20 H 0.00099 5.35035 -4.14501  C98 1.090
21 H -1.86648 8.65850 -0.49409  C166 1.090
22 H -4.37769 -8.32385 3.60415  C49 1.090
23 N 6.65389 -6.49356 -3.58946  C11 1.486, C168 1.471, H260 1.010
24 H 9.17245 2.62358 1.36780  C1 1.090
25 C 3.71622 -3.72645 -2.47115  H104 1.090, H121 1.090, H151 1.090, O221 1.443
26 H -5.68942 1.57250 3.02433  C81 1.090
27 H -3.00807 -10.72900 3.72418  C15 1.090
28 H -1.98563 -4.56343 2.03197  C170 1.090
29 H -0.97711 -0.22180 -4.17553  C194 1.090
30 H -3.98459 2.88548 -5.86864  C200 1.090
31 C 1.08052 -0.46050 4.02674  H35 1.090, H100 1.090, O231 1.452, C235 1.554
32 N -5.05570 3.14862 -4.02082  C87 1.485, H89 1.010, C200 1.430
33 C -0.01273 3.06437 -5.55817  N78 1.466, H83 1.090, C156 1.569, H255 1.090
34 C -5.09497 3.85837 4.01648  H62 1.090, H97 1.090, C135 1.586, N227 1.440
35 H 0.01137 -0.34164 4.20249  C31 1.090
36 O 6.81643 5.03791 -0.25383  C114 1.431, C142 1.433
37 O -2.52211 -6.26806 3.17224  C170 1.444, C202 1.452
38 H -0.24315 -2.40192 2.81505  C175 1.090
39 H -2.99771 1.07238 1.90498  C250 1.090
40 H -5.97310 7.83925 3.39876  C8 1.090
41 H -8.54924 -0.83006 1.26914  C160 1.090
42 B 0.07443 0.21037 -0.64436  O43 1.471, O45 1.502, O67 1.499, O126 1.445
43 O 1.15731 0.86497 0.10584  B42 1.471, C217 1.306
44 H 1.64194 3.22179 4.54999  B128 1.079
45 O -0.77271 -0.71045 0.18633  B42 1.502, C233 1.348
46 H -4.42450 -6.16567 2.38192  C202 1.090
47 C -1.05838 -5.67449 -2.15668  H63 1.090, O115 1.458, H140 1.090, H173 1.090
48 H -2.53537 4.92731 2.34498  C241 1.090
49 C -3.93562 -8.23995 2.61136  H22 1.090, H74 1.090, C202 1.582, N209 1.492
50 H 0.52645 1.57904 -3.94286  C156 1.090
51 H -3.05250 2.81493 -3.13239  C87 1.090
52 C 7.67771 -8.78057 -3.50734  C11 1.485, O155 1.458, H236 1.090, H271 1.090
53 H 1.01481 -11.94922 2.61468  C64 1.090
54 C -6.73395 -1.81198 0.83779  H16 1.090, N119 1.452, H137 1.090, C160 1.524
55 H -1.93200 4.52218 0.77611  C241 1.090
56 H 6.52242 1.41732 2.64732  C152 1.090
57 O 4.97072 6.25733 3.43888  C7 1.452, C134 1.397
58 H 6.48484 7.61256 3.51055  C134 1.090
59 H 0.27495 3.27925 -3.41588  C156 1.090
60 H -0.73880 -9.59625 -1.60801  C253 1.090
61 H -1.57457 -4.58713 3.75641  C170 1.090
62 H -6.14961 3.68949 3.79899  C34 1.090
63 H -1.75095 -5.20771 -1.45626  C47 1.090
64 C 0.85736 -10.93615 2.24456  H53 1.090, H110 1.090, H184 1.090, O247 1.394
65 H -1.65536 -11.25856 1.19860  C230 1.090
66 N -2.44005 -9.19199 -0.47649  H105 1.010, C253 1.438, C275 1.482
67 O 0.73441 -0.67103 -1.66131  B42 1.499, C273 1.353
68 C -10.18164 -1.63617 -0.71952  H4 1.090, O90 1.437, H226 1.090, H264 1.090
69 H 4.44797 6.35579 -2.02053  C220 1.090
70 H 7.90168 -10.18895 -0.47058  C201 1.090
71 C -3.43309 -10.23800 -2.38946  H159 1.090, O161 1.438, C275 1.492, H277 1.090
72 O 1.66348 7.08468 -5.49329  C12 1.387, C153 1.387
73 H 0.43092 -1.74769 8.96234  C243 1.090
74 H -4.55657 -8.65701 1.81854  C49 1.090
75 C -0.92015 3.02093 2.84464  H86 1.090, H141 1.090, O165 1.424, H191 1.090
76 C 5.07862 2.67993 1.94165  H143 1.090, C152 1.518, N177 1.473, H279 1.090
77 H 3.83424 8.56344 -0.04596  C2 1.090
78 N 0.42737 4.39548 -5.98624  C33 1.466, C98 1.444, H102 1.010
79 H 5.35747 -3.48698 -4.69012  C232 1.090
80 O 2.01774 -2.90442 8.16788  C195 1.442, C243 1.451
81 C -4.61713 1.73546 3.13268  H26 1.090, H103 1.090, N227 1.448, C250 1.574
82 O -4.61127 5.57266 -2.08665  C127 1.434, C282 1.487
83 H -1.09902 3.04393 -5.64562  C33 1.090
84 H -4.35888 7.77138 2.75280  C8 1.090
85 H 6.95104 3.08620 -0.65660  C142 1.090
86 H -1.71420 3.10403 3.58671  C75 1.090
87 C -3.83889 3.55638 -3.27365  N32 1.485, H51 1.090, H124 1.090, C127 1.513
88 H 8.52633 6.14293 -0.18415  C114 1.090
89 H -5.49784 3.94342 -4.46003  N32 1.010
90 O -8.90449 -2.14806 -0.30635  C68 1.437, C160 1.432
91 H -3.32617 1.95329 -0.54225  C254 1.090
92 O -1.31980 -2.95251 0.12420  C233 1.237
93 H 1.27596 6.71369 -2.74865  C167 1.090
94 H 3.11943 8.58688 -5.66604  C12 1.090
95 C -4.69144 -2.76765 -0.03035  C113 1.567, N119 1.455, H261 1.090, H281 1.090
96 H -3.18608 -6.79186 1.20372  C202 1.090
97 H -4.99456 3.52246 5.04856  C34 1.090
98 C -0.19127 5.44664 -5.21359  H20 1.090, N78 1.444, C153 1.536, H213 1.090
99 H 5.72923 4.39750 1.20676  N177 1.010
100 H 1.33157 0.28501 3.27223  C31 1.090
101 H 4.24144 4.38602 -0.83720  C162 1.090
102 H 1.41547 4.39700 -5.77708  N78 1.010
103 H -4.28634 1.28264 4.06736  C81 1.090
104 H 3.13777 -4.64208 -2.59407  C25 1.090
105 H -2.83650 -8.44412 -1.02750  N66 1.010
106 H -0.52733 9.34547 -1.36784  C166 1.090
107 O -5.36562 -4.96866 -0.94797  C113 1.424, C171 1.472
108 N -0.07471 6.45701 0.46856  H10 1.010, C112 1.487, C259 1.483
109 H -3.75337 -10.99613 2.13838  C15 1.090
110 H 0.78414 -11.01017 1.15954  C64 1.090
111 H 8.53580 -10.91938 -1.94714  C201 1.090
112 C -1.25324 6.36383 1.36993  N108 1.487, H192 1.090, H196 1.090, C241 1.511
113 C -4.86102 -4.30700 0.20740  C95 1.567, O107 1.424, H197 1.090, H216 1.090
114 C 8.19064 5.20056 -0.61699  O36 1.431, H88 1.090, H193 1.090, H266 1.090
115 O -1.09615 -7.12492 -2.01132  C47 1.458, C120 1.401
116 H 1.41314 9.10319 -5.95106  C12 1.090
117 O 1.87257 3.02120 0.37734  C217 1.238
118 H 3.12783 4.00502 3.96872  B128 1.079
119 N -5.94294 -2.09707 -0.34643  C54 1.452, C95 1.455, H190 1.010
120 C -0.61795 -7.62664 -0.79399  O115 1.401, H214 1.090, H234 1.090, C253 1.528
121 H 3.48575 -3.36268 -1.46982  C25 1.090
122 C -4.70855 -8.84212 -3.79973  H149 1.090, O161 1.369, H265 1.090, H270 1.090
123 H 6.23913 3.96520 -2.01966  C142 1.090
124 H -3.26438 4.33658 -3.77297  C87 1.090
125 H 8.91706 2.13506 2.96741  C1 1.090
126 O -0.69586 1.32222 -1.15289  B42 1.445, C174 1.331
127 C -4.17027 4.21498 -1.95298  O82 1.434, C87 1.513, H219 1.090, H224 1.090
128 B 2.52851 3.10807 3.94557  H44 1.079, H118 1.079, H129 1.079, H138 1.079
129 H 2.27997 2.95417 2.90692  B128 1.079
130 H -2.90253 8.25805 -2.66640  C199 1.090
131 H 3.41574 7.72422 -2.35048  C220 1.090
132 H -1.59103 8.68745 -3.73651  C199 1.090
133 H -5.18090 -6.89491 -0.20322  C171 1.090
134 C 6.01285 6.93364 2.80035  O57 1.397, H58 1.090, H212 1.090, C269 1.520
135 C -4.85622 5.42578 3.99037  C34 1.586, O187 1.440, H198 1.090, H276 1.090
136 H 7.14211 -4.99804 -5.04229  C168 1.090
137 H -6.14160 -1.08441 1.39264  C54 1.090
138 H 3.16917 2.31070 4.28908  B128 1.079
139 H -2.42764 -0.88867 -4.88779  C194 1.090
140 H -0.05966 -5.31143 -1.91409  C47 1.090
141 H -0.11966 2.41130 3.26377  C75 1.090
142 C 6.27644 3.89668 -0.93246  O36 1.433, H85 1.090, H123 1.090, C162 1.552
143 H 4.92333 2.94580 2.98725  C76 1.090
144 H 4.90679 8.49745 1.79562  C269 1.090
145 O 0.86678 -2.93423 -1.92957  C273 1.221
146 H 2.31639 5.32786 -2.92460  C167 1.090
147 H -3.91851 -10.72998 -0.41201  C275 1.090
148 H 0.04146 8.49270 0.92623  C259 1.090
149 H -5.51639 -8.11950 -3.68424  C122 1.090
150 H -0.22490 7.55617 -4.93237  C153 1.090
151 H 3.34642 -3.07881 -3.26607  C25 1.090
152 C 6.51394 2.18933 1.87789  O14 1.411, H56 1.090, C76 1.518, H182 1.090
153 C 0.29853 6.85478 -5.58212  H9 1.090, O72 1.387, C98 1.536, H150 1.090
154 H 1.33287 -1.77945 6.20406  N251 1.010
155 O 8.05147 -8.95372 -2.10924  C52 1.458, C201 1.402
156 C 0.65286 2.62942 -4.20519  C33 1.569, H50 1.090, H59 1.090, O207 1.455
157 H -3.34166 0.12353 -0.34422  C254 1.090
158 H 5.15738 8.35289 -0.98546  C2 1.090
159 H -3.86120 -11.13111 -2.84466  C71 1.090
160 C -8.05807 -1.21619 0.37598  H41 1.090, C54 1.524, O90 1.432, H208 1.090
161 O -4.35859 -9.14485 -2.51165  C71 1.438, C122 1.369
162 C 4.86106 3.63065 -0.35390  H101 1.090, C142 1.552, N177 1.446, H180 1.090
163 H 3.26837 -4.46147 8.65189  C195 1.090
164 H 9.27575 3.87378 2.57995  C1 1.090
165 O -0.58097 4.31843 2.36618  C75 1.424, C241 1.379
166 C -0.91579 8.40979 -0.96571  H21 1.090, H106 1.090, O228 1.438, C259 1.525
167 C 1.73243 5.89173 -2.19718  H93 1.090, H146 1.090, O267 1.454, H280 1.090
168 C 6.81102 -5.09182 -4.00803  N23 1.471, H136 1.090, H206 1.090, C232 1.608
169 H -2.32193 -11.29525 -0.94373  C275 1.090
170 C -2.34032 -4.84283 3.02407  H28 1.090, O37 1.444, H61 1.090, H225 1.090
171 C -4.99110 -6.37862 -1.14424  O107 1.472, H133 1.090, H237 1.090, H257 1.090
172 H 5.87518 6.15321 5.30493  C7 1.090
173 H -1.29669 -5.39964 -3.18418  C47 1.090
174 C -0.20483 2.51568 -0.82694  O126 1.331, C217 1.554, O272 1.260
175 C 0.83573 -2.29860 2.69910  H38 1.090, H189 1.090, O231 1.381, H278 1.090
176 H 2.75206 -0.35941 7.58660  C222 1.090
177 N 4.88775 3.85483 1.07436  C76 1.473, H99 1.010, C162 1.446
178 O -4.80535 1.21539 0.69790  C250 1.482, C254 1.395
179 H -2.54216 -9.01158 1.39787  N209 1.010
180 H 4.54277 2.64633 -0.69728  C162 1.090
181 H -4.64371 3.58372 2.17343  N227 1.010
182 H 6.78604 1.70104 0.94213  C152 1.090
183 H -4.24179 0.28928 -5.56513  C268 1.090
184 H 1.62386 -10.23476 2.57417  C64 1.090
185 H -4.10649 -0.17009 2.25587  C250 1.090
186 H 2.77692 3.08822 -2.36682  C245 1.090
187 O -5.27903 5.93190 2.71032  C8 1.402, C135 1.440
188 N 4.94271 6.80884 0.52143  C2 1.477, H229 1.010, C269 1.486
189 H 1.21819 -3.27967 2.41746  C175 1.090
190 H -6.47813 -2.72226 -0.93193  N119 1.010
191 H -1.27691 2.43226 1.99949  C75 1.090
192 H -2.08677 6.84619 0.85938  C112 1.090
193 H 8.30277 5.24761 -1.70019  C114 1.090
194 C -2.06560 -0.16912 -4.15343  H5 1.090, H29 1.090, H139 1.090, O262 1.411
195 C 2.71682 -3.67494 9.16694  O80 1.442, H163 1.090, H239 1.090, H252 1.090
196 H -1.08098 7.01126 2.22973  C112 1.090
197 H -3.85924 -4.69138 0.39921  C113 1.090
198 H -3.80680 5.65366 4.17718  C135 1.090
199 C -1.97766 7.88591 -3.10712  H18 1.090, H130 1.090, H132 1.090, O228 1.459
200 C -4.64086 2.38509 -5.15659  H30 1.090, N32 1.430, H256 1.090, C268 1.530
201 C 7.80001 -10.21704 -1.55547  H3 1.090, H70 1.090, H111 1.090, O155 1.402
202 C -3.52135 -6.75927 2.24038  O37 1.452, H46 1.090, C49 1.582, H96 1.090
203 H 4.65903 -5.04879 -4.29739  C232 1.090
204 H 4.49519 5.14746 5.21336  C7 1.090
205 H 8.79448 -7.02859 -3.67783  C11 1.090
206 H 7.54659 -4.52888 -3.43345  C168 1.090
207 O 2.09748 2.71224 -4.35597  C156 1.455, C245 1.390
208 H -7.90913 -0.33163 -0.24328  C160 1.090
209 N -2.74735 -9.11295 2.38160  C15 1.450, C49 1.492, H179 1.010
210 H 7.78961 -7.33420 -5.04538  C11 1.090
211 H -0.40326 -9.68536 -0.00312  C253 1.090
212 H 6.81814 6.30190 2.42548  C134 1.090
213 H -1.27050 5.40353 -5.36017  C98 1.090
214 H -0.98731 -6.97187 -0.00472  C120 1.090
215 H 2.38137 1.43684 -2.81649  C245 1.090
216 H -5.36395 -4.51100 1.15268  C113 1.090
217 C 1.06592 2.16295 -0.00476  O43 1.306, O117 1.238, C174 1.554
218 H 1.34337 0.44552 8.07598  C222 1.090
219 H -3.34264 4.18877 -1.24417  C127 1.090
220 C 3.68862 7.00234 -1.58071  C2 1.503, H69 1.090, H131 1.090, O267 1.381
221 O 5.12589 -3.97798 -2.64746  C25 1.443, C232 1.407
222 C 1.68108 -0.52280 7.70663  H176 1.090, H218 1.090, C243 1.543, N251 1.479
223 H 5.79411 4.53273 4.38955  C7 1.090
224 H -4.92470 3.56655 -1.50748  C127 1.090
225 H -3.20281 -4.18756 3.14585  C170 1.090
226 H -10.61251 -2.32577 -1.44540  C68 1.090
227 N -4.32467 3.14938 3.02763  C34 1.440, C81 1.448, H181 1.010
228 O -1.06223 7.47463 -2.04860  C166 1.438, C199 1.459
229 H 5.68772 6.23184 0.15791  N188 1.010
230 C -1.56618 -11.17743 2.28192  C15 1.547, H65 1.090, O247 1.441, H249 1.090
231 O 1.54911 -1.81140 3.77652  C31 1.452, C175 1.381
232 C 5.40303 -4.31632 -3.98427  H79 1.090, C168 1.608, H203 1.090, O221 1.407
233 C -0.70730 -1.96558 -0.30099  O45 1.348, O92 1.237, C273 1.548
234 H 0.46889 -7.54836 -0.82142  C120 1.090
235 C 1.71128 0.06706 5.34558  H13 1.090, C31 1.554, H246 1.090, N251 1.463
236 H 6.72587 -9.25896 -3.73803  C52 1.090
237 H -5.65050 -6.70418 -1.94880  C171 1.090
238 H -4.61158 0.56936 -3.91352  C268 1.090
239 H 1.97065 -4.09907 9.83885  C195 1.090
240 H 1.98898 -1.41723 9.65615  C243 1.090
241 C -1.63271 4.94688 1.73431  H48 1.090, H55 1.090, C112 1.511, O165 1.379
242 H -4.53614 0.96028 -1.25056  C254 1.090
243 C 1.49089 -1.67049 8.72027  H73 1.090, O80 1.451, C222 1.543, H240 1.090
244 H 2.00346 8.79070 -4.40947  C12 1.090
245 C 2.78275 2.37759 -3.19330  H186 1.090, O207 1.390, H215 1.090, H248 1.090
246 H 1.41402 1.09995 5.52687  C235 1.090
247 O -0.37564 -10.49647 2.72266  C64 1.394, C230 1.441
248 H 3.85226 2.32117 -3.39599  C245 1.090
249 H -1.68590 -12.18446 2.68150  C230 1.090
250 C -4.06857 0.87163 1.93731  H39 1.090, C81 1.574, O178 1.482, H185 1.090
251 N 1.12613 -0.80405 6.36516  H154 1.010, C222 1.479, C235 1.463
252 H 3.44865 -3.04522 9.67286  C195 1.090
253 C -1.02022 -9.09596 -0.68140  H60 1.090, N66 1.438, C120 1.528, H211 1.090
254 C -3.91216 1.05214 -0.36157  H91 1.090, H157 1.090, O178 1.395, H242 1.090
255 H 0.39656 2.34471 -6.26717  C33 1.090
256 H -5.53714 2.25311 -5.76268  C200 1.090
257 H -3.95577 -6.39875 -1.48453  C171 1.090
258 H -5.78648 5.70540 -0.40089  C282 1.090
259 C 0.09719 7.86541 0.03656  H17 1.090, N108 1.483, H148 1.090, C166 1.525
260 H 6.44681 -6.61362 -2.60824  N23 1.010
261 H -4.00722 -2.58966 -0.85996  C95 1.090
262 O -2.66415 1.03629 -4.57762  C194 1.411, C268 1.440
263 H -4.16637 6.35883 -0.14711  C282 1.090
264 H -10.80747 -1.44977 0.15324  C68 1.090
265 H -3.91812 -8.41700 -4.41826  C122 1.090
266 H 8.80408 4.39411 -0.21522  C114 1.090
267 O 2.58673 6.32238 -1.10167  C167 1.454, C220 1.381
268 C -4.09177 1.01209 -4.76317  H183 1.090, C200 1.530, H238 1.090, O262 1.440
269 C 5.57865 7.67589 1.54714  H6 1.090, C134 1.520, H144 1.090, N188 1.486
270 H -5.25837 -9.68531 -4.21786  C122 1.090
271 H 8.32458 -9.46971 -4.05024  C52 1.090
272 O -0.62848 3.67953 -1.05982  C174 1.260
273 C 0.34054 -1.94680 -1.44094  O67 1.353, O145 1.221, C233 1.548
274 H -5.70220 7.62382 1.67141  C8 1.090
275 C -3.02321 -10.46131 -0.97269  N66 1.482, C71 1.492, H147 1.090, H169 1.090
276 H -5.44073 5.83804 4.81284  C135 1.090
277 H -2.55654 -10.05594 -3.01124  C71 1.090
278 H 1.05994 -1.62166 1.87473  C175 1.090
279 H 4.34244 1.88193 1.84514  C76 1.090
280 H 1.04046 5.18403 -1.74061  C167 1.090
281 H -4.22191 -2.33019 0.85070  C95 1.090
282 C -4.99626 6.30569 -0.85178  H19 1.090, O82 1.487, H258 1.090, H263 1.090